(1)
The following is a quantum chemistry calculation of a 4-piece molecular cluster, C34H67BrN4O3P overall at a distorted geometry, from OMol25.

Atoms and positions in Å:
1 C 0.06450 -1.84017 4.29865
2 C 0.25589 -1.57878 2.69057
3 C 0.96876 -0.17585 2.42963
4 C 0.94986 0.37091 0.91255
5 P 2.23058 -0.37569 -0.28652
6 N 2.95680 -1.47578 0.96453
7 C 3.56667 0.95780 0.02881
8 C 3.69311 1.74118 1.37332
9 C 4.32513 1.33256 2.72863
10 C 4.44764 2.20309 3.99473
11 C 3.92084 3.67325 3.98942
12 C 3.32546 4.16662 2.64855
13 C 3.20250 3.24871 1.37685
14 C 1.17881 -1.89200 -0.81793
15 C -0.33537 -2.06788 -0.62375
16 C -1.52761 -1.15635 -1.11797
17 C -3.02315 -1.43681 -0.92713
18 C -3.51096 -2.72297 -0.22040
19 C -2.40530 -3.69135 0.25662
20 C -0.86755 -3.39468 0.06330
21 C 0.04942 -4.58736 0.59769
22 C 1.52364 0.54575 -1.85419
23 Br 2.92230 0.46816 -3.33743
24 C 0.94442 2.00541 -1.60317
25 C 1.13921 2.90239 -2.95856
26 H -1.00825 -1.65892 4.63944
27 H 0.30559 -2.96255 4.45535
28 H 0.84472 -1.18807 4.81522
29 H 0.95426 -2.40122 2.33250
30 H -0.78565 -1.58880 2.23271
31 H 1.97711 -0.13403 2.95501
32 H 0.31377 0.59028 3.01526
33 H -0.14162 0.34192 0.58350
34 H 1.05988 1.51856 1.07685
35 H 3.22432 -0.94693 -1.21025
36 H 3.61758 -2.10222 0.45809
37 H 3.53985 -0.98520 1.64299
38 H 3.59866 1.76233 -0.80859
39 H 4.59360 0.42850 -0.10914
40 H 4.75512 0.26447 2.80815
41 H 4.90742 1.80294 4.96484
42 H 3.94479 4.38338 4.87915
43 H 2.95826 5.25828 2.58953
44 H 2.76671 3.77465 0.47054
45 H 1.39072 -2.04835 -1.95577
46 H 1.71085 -2.83050 -0.38973
47 H -1.27646 -0.18270 -1.65782
48 H -3.83456 -0.72243 -1.31790
49 H -4.62907 -2.93310 -0.11393
50 H -2.77077 -4.66755 0.75160
51 H 0.54872 -4.41092 1.60373
52 H -0.56766 -5.56099 0.71516
53 H 0.80251 -4.82281 -0.24546
54 H 0.66761 -0.04179 -2.36476
55 H -0.19447 2.00278 -1.40573
56 H 1.41394 2.61974 -0.77353
57 H 0.46755 3.83439 -2.81330
58 H 2.20920 3.28468 -3.08389
59 H 0.72640 2.34973 -3.86531
60 C -3.38615 0.20391 -4.84952
61 C -4.14840 0.91509 -3.73614
62 C -5.09803 2.02088 -4.24225
63 O -4.44530 3.22500 -4.63420
64 C -3.88562 3.19267 -5.93652
65 N -3.18261 1.43573 -2.76250
66 H -2.55277 0.79443 -5.23554
67 H -2.96282 -0.73307 -4.47757
68 H -4.04873 -0.04129 -5.68539
69 H -4.76562 0.16045 -3.23590
70 H -5.75711 2.30213 -3.41428
71 H -5.74954 1.65529 -5.04580
72 H -4.48802 2.59880 -6.62986
73 H -2.86316 2.81436 -5.89710
74 H -3.84084 4.21899 -6.30965
75 H -3.69302 1.82241 -1.97008
76 H -2.73604 2.25256 -3.18121
77 C 1.97994 1.74798 8.32450
78 C 1.66445 2.78251 7.24721
79 C 1.94188 4.23528 7.68590
80 O 0.96585 4.78229 8.56941
81 C 1.12590 4.40579 9.92629
82 N 0.27335 2.60801 6.81190
83 H 1.21362 1.70114 9.10112
84 H 2.04290 0.74970 7.88277
85 H 2.94115 1.95920 8.80333
86 H 2.31863 2.56921 6.39497
87 H 1.91308 4.86649 6.79188
88 H 2.94881 4.34301 8.10837
89 H 2.17865 4.30373 10.20478
90 H 0.58569 3.47900 10.12568
91 H 0.67836 5.18580 10.54762
92 H 0.09648 3.23238 6.02689
93 H -0.32457 2.97694 7.55217
94 C -0.88764 -5.85025 -6.31853
95 C -1.64924 -5.13059 -5.20816
96 C -2.59243 -4.02363 -5.72443
97 O -1.93342 -2.82495 -6.12032
98 C -1.36935 -2.86628 -7.41971
99 N -0.68543 -4.60677 -4.23163
100 H -0.05174 -5.26346 -6.70437
101 H -0.46822 -6.78781 -5.94302
102 H -1.54972 -6.09544 -7.15497
103 H -2.27098 -5.87995 -4.70606
104 H -3.25305 -3.73539 -4.90037
105 H -3.24286 -4.39065 -6.52869
106 H -1.97152 -3.46148 -8.11247
107 H -0.34829 -3.24813 -7.37440
108 H -1.31892 -1.84205 -7.79783
109 H -1.19829 -4.21360 -3.44320
110 H -0.23550 -3.79412 -4.65444

* orbital gap: 6.57 eV
* DFT total energy: -4695.3616 Eh
* charge: -1

(2)
The following is a quantum chemistry calculation of a 12-piece molecular cluster, C34H67Cl12N7O6 overall at a distorted geometry, from OMol25.

Atoms and positions in Å:
1 C 3.19806 -2.02066 2.31381
2 C 3.62787 -2.23088 0.80981
3 N 2.78446 -1.55753 -0.06613
4 C 2.71020 -0.16762 -0.27118
5 C 1.58437 0.10548 -1.02032
6 N 0.96446 -1.12121 -1.34386
7 C 1.59962 -2.09799 -0.64806
8 C -0.20297 -1.20005 -2.17071
9 H 3.76247 -2.76378 2.87714
10 H 2.14759 -2.22638 2.51942
11 H 3.49376 -1.13842 2.88153
12 H 3.57533 -3.30384 0.62521
13 H 4.66091 -1.95396 0.59946
14 H 3.40969 0.43573 0.28837
15 H 1.11819 1.02443 -1.34374
16 H 1.34318 -3.14388 -0.56606
17 H -1.13499 -1.15537 -1.60729
18 H -0.20738 -2.23263 -2.51979
19 H -0.11982 -0.46875 -2.97469
20 C -10.30754 -1.79219 1.90872
21 C -10.49160 -1.87089 0.38364
22 N -9.68122 -0.83373 -0.22346
23 C -8.31125 -0.66918 -0.12127
24 C -7.90914 0.53462 -0.67079
25 N -9.09640 1.19220 -0.98235
26 C -10.11241 0.27140 -0.86840
27 C -9.22068 2.56843 -1.40318
28 H -9.27433 -2.01585 2.17431
29 H -10.96690 -2.50299 2.40683
30 H -10.61553 -0.81370 2.27721
31 H -11.52294 -1.84107 0.03213
32 H -10.15371 -2.85162 0.04884
33 H -7.74793 -1.42724 0.40258
34 H -6.94098 1.00869 -0.73661
35 H -11.15197 0.48257 -1.07120
36 H -8.28470 3.09994 -1.23133
37 H -10.06910 3.05833 -0.92541
38 H -9.40252 2.56407 -2.47789
39 C -2.93863 5.19238 -4.84863
40 O -3.80106 5.89618 -5.42972
41 O -3.17140 4.96048 -3.68765
42 O -1.92164 4.84113 -5.46073
43 Cl -0.11247 9.43383 -0.76909
44 C 0.64623 9.44842 -2.35574
45 C 1.65000 8.28077 -2.54479
46 Cl 3.20225 8.71132 -1.70048
47 H 1.22222 10.36656 -2.47125
48 H -0.09641 9.38831 -3.15134
49 H 1.79682 8.04523 -3.59887
50 H 1.24738 7.34777 -2.15043
51 Cl 5.08804 -2.00397 12.17812
52 C 4.30992 -1.08974 10.87127
53 C 2.81351 -1.50003 10.76054
54 Cl 2.48575 -3.10742 10.04611
55 H 4.75396 -1.33499 9.90649
56 H 4.47390 -0.04036 11.11621
57 H 2.16839 -0.81534 10.20997
58 H 2.40435 -1.45082 11.76963
59 Cl 10.19587 4.12621 -4.99403
60 C 8.66047 4.68694 -4.30867
61 C 8.26705 3.79539 -3.06950
62 Cl 8.22329 2.01517 -3.41931
63 H 7.91886 4.76403 -5.10377
64 H 8.81052 5.72794 -4.02247
65 H 7.26343 4.09948 -2.77222
66 H 8.96347 3.96460 -2.24823
67 Cl -2.85508 -3.97104 3.87133
68 C -3.84271 -4.57002 5.17635
69 C -4.11804 -3.38072 6.09237
70 Cl -4.74564 -1.95329 5.15088
71 H -3.27278 -5.37788 5.63531
72 H -4.70104 -4.99249 4.65397
73 H -3.23231 -3.05584 6.63829
74 H -4.84856 -3.58737 6.87450
75 Cl -3.58312 5.02550 5.28982
76 C -2.56682 5.37068 3.85095
77 C -1.85337 4.01999 3.44072
78 Cl -0.86851 3.44248 4.85974
79 H -1.84197 6.12650 4.15333
80 H -3.08192 5.80109 2.99216
81 H -1.24707 4.08639 2.53733
82 H -2.63262 3.33143 3.11399
83 Cl 3.10008 -10.19629 6.21001
84 C 3.25144 -9.86193 4.51632
85 C 4.65928 -10.18539 4.01762
86 Cl 4.84601 -9.49760 2.39512
87 H 3.01960 -8.80703 4.36956
88 H 2.53625 -10.53630 4.04533
89 H 5.05960 -11.19920 4.02205
90 H 5.31229 -9.61984 4.68232
91 C 2.35670 -8.01345 -5.77475
92 O 1.71211 -7.39281 -4.89519
93 N 3.29508 -7.45948 -6.54766
94 C 3.83711 -8.05296 -7.73104
95 C 3.71535 -6.10113 -6.29923
96 H 2.02719 -8.97305 -6.20228
97 H 4.88464 -8.31496 -7.58227
98 H 3.77032 -7.29943 -8.51578
99 H 3.35664 -8.89764 -8.22476
100 H 3.18559 -5.40411 -6.94855
101 H 3.48722 -5.73126 -5.29962
102 H 4.75221 -5.90438 -6.57183
103 C -8.80063 2.80889 -8.33803
104 O -9.89604 3.38836 -8.63995
105 N -8.74282 1.55921 -7.91874
106 C -7.48190 0.79655 -7.79885
107 C -9.95752 0.75697 -7.72213
108 H -7.82100 3.30505 -8.41771
109 H -7.21829 0.14440 -8.63151
110 H -7.51227 0.23803 -6.86330
111 H -6.57742 1.40351 -7.75862
112 H -10.14071 0.05688 -8.53725
113 H -10.02680 0.22321 -6.77430
114 H -10.79227 1.44162 -7.57199
115 C 9.98590 3.81394 3.83808
116 O 8.83177 3.91782 3.40060
117 N 10.77340 4.83581 4.10049
118 C 12.09214 4.70812 4.79261
119 C 10.42394 6.21979 3.93725
120 H 10.40449 2.84658 4.15621
121 H 11.99310 4.88785 5.86312
122 H 12.70082 5.43882 4.25999
123 H 12.49704 3.69615 4.78461
124 H 11.05001 6.81375 3.27141
125 H 9.40274 6.41738 3.61136
126 H 10.36095 6.72016 4.90356

* orbital gap: 1.49 eV
* DFT total energy: -7692.3099 Eh

E_HOMO across the listed records, respectively: -4.20 -2.39 eV.